1.
Density functional theory data (ωB97M-V/def2-TZVPD) for a cluster of 2 separate species, C2H5N2O2 in total at a distorted geometry.

Structure (XYZ):
```
11
Properties=species:S:1:pos:R:3:forces:R:3
H 2.64317 -0.01481 2.16611 0.36 0.26 -0.06
O 0.68543 -0.30760 2.23839 0.54 0.56 -0.19
C 1.66432 0.37956 1.80772 -0.96 -1.06 0.68
O 1.62945 1.35774 1.05481 0.22 0.34 -0.35
C -0.77634 -0.09607 -1.31943 0.26 0.33 0.37
H -1.79778 -0.87052 0.21688 -0.05 0.11 0.23
N -0.92527 -0.43629 -0.02787 0.02 0.41 -0.33
H -0.32286 -0.00879 0.69690 -0.30 -0.66 -0.01
H -1.32781 -0.10121 -3.15191 0.05 0.29 0.29
N -1.68856 -0.24968 -2.21114 0.00 -0.53 -0.31
H 0.21625 0.34767 -1.47047 -0.12 -0.04 -0.33
```
Positions in Å, forces in eV/Å.

Results
- Charge: -1
- Calculated total energy: -339.26933 Ha

Löwdin atomic charge list, values in e, 5 entries:
1. H 0.084
2. O -0.176
3. C -0.666
4. O -0.118
5. C -0.431



2.
Density functional theory data (ωB97M-V/def2-TZVPD) for the molecule C7H10 at a distorted geometry.

Structure (XYZ):
```
17
Properties=species:S:1:pos:R:3:forces:R:3
H 2.07372 0.87954 -0.18635 -0.46 -0.32 -0.67
H -1.89302 1.83282 2.83597 -0.01 0.63 0.06
H -2.12149 0.92886 0.79066 0.30 -0.54 0.11
H 1.62281 -0.86693 -1.17654 0.31 -0.82 0.43
C -0.21861 -0.65821 -0.42035 -1.42 0.46 -0.74
H -1.28021 -0.86180 -0.58634 0.08 -0.66 0.53
C -1.00229 1.84687 2.22461 -0.12 -0.27 -1.04
H -0.54278 -2.96456 -1.53175 -0.08 0.17 -1.02
H 1.02251 -3.48869 -1.63216 0.75 0.22 -0.24
H -0.13123 2.40267 2.53504 0.29 -0.44 0.38
H 1.37932 2.28350 0.56798 -0.76 0.07 0.10
C 0.68792 -1.42182 -1.02706 0.93 1.88 -0.93
H 0.48099 -2.40925 -2.96615 -0.06 0.03 -0.01
C -1.09197 1.19031 1.05829 -1.70 0.35 0.55
C 0.44054 -2.60939 -1.90067 -1.40 -0.74 1.95
C -0.05300 0.71023 0.16980 2.23 -0.47 0.09
C 1.12973 1.32546 0.11705 1.12 0.43 0.48
```
Positions in Å, forces in eV/Å.

Results
- Charge: 0
- Calculated total energy: -272.62167 Ha

Löwdin atomic charge list, values in e, 5 entries:
1. H 0.059
2. H 0.051
3. H 0.100
4. H 0.094
5. C -0.083